--- w ---
25
Properties=species:S:1:pos:R:3 method="wB97M-V/def2-TZVPD" smiles="CC(=O)N(C)N.CCC" e_homo_ev=-9.332
C 1.98945 -1.95797 0.06431
C 1.61805 -0.70478 -0.70190
O 1.52928 -0.65128 -1.91107
N 1.48780 0.42828 0.07996
C 1.30138 1.73359 -0.51892
N 1.74500 0.47848 1.46068
H 2.97117 -1.84588 0.52471
H 2.02526 -2.78896 -0.63375
H 1.27055 -2.16721 0.85518
H 1.14710 1.59678 -1.58579
H 2.17414 2.36276 -0.34056
H 0.43439 2.21557 -0.06659
H 1.10219 -0.12265 1.97084
H 2.69728 0.19178 1.67658
C -1.70365 -0.58111 0.94090
C -2.60534 -0.19183 -0.22610
C -2.22772 1.08692 -0.95523
H -2.18389 -1.34843 1.54816
H -1.42146 0.28242 1.54165
H -0.82899 -1.07438 0.51910
H -3.61328 -0.07318 0.18509
H -2.50739 -1.05748 -0.95526
H -1.35253 0.89987 -1.57513
H -2.02358 1.90206 -0.26291
H -3.02525 1.38664 -1.63395

=====

--- x ---
25
Properties=species:S:1:pos:R:3 method="wB97M-V/def2-TZVPD" e_homo_ev=-7.340
C -0.31985 -1.14812 -0.73946
C 0.45881 -0.01918 -0.29758
C -0.99591 1.04425 0.51771
C 1.22481 -2.03821 -1.57489
C -0.62714 1.51839 1.90678
C -1.19226 2.20046 -0.44183
N -0.91182 -2.06451 0.13619
N 1.53522 -0.24358 0.60048
O 2.38930 -1.35195 -1.91154
H 2.72044 -0.95563 -1.09138
H -0.94899 -0.92511 -1.59475
H 0.78585 0.61228 -1.11802
H -1.93841 0.49255 0.59747
H -0.45896 -2.17880 1.03177
H -1.91183 -1.97533 0.23409
H 1.26238 -0.74484 1.43687
H 1.99836 0.62061 0.85025
H 0.81900 -2.48984 -2.47839
H 1.40160 -2.81182 -0.81966
H -0.61071 0.68802 2.61706
H -1.56470 1.85287 -1.40705
H -1.33788 2.25556 2.30281
H 0.35704 2.00082 1.91290
H -0.23793 2.71099 -0.61164
H -1.89641 2.95011 -0.05823

=====

Stability check: which of them is most stable? w.

=====

--- w ---
25
Properties=species:S:1:pos:R:3 method="wB97M-V/def2-TZVPD" smiles="CNN(C)C(C)C.C=O" e_homo_ev=-7.930
C 0.75939 -0.15280 2.08143
N 1.01915 -0.51498 0.70027
N 0.39451 0.34790 -0.27720
C 0.65563 -0.20333 -1.60854
C -1.34724 0.29297 -0.02681
C -1.96598 1.27159 -0.99958
C -2.01395 -1.07113 -0.07222
H -0.27975 -0.24690 2.41090
H 1.39800 -0.75851 2.72284
H 1.01716 0.89363 2.24860
H 0.77353 -1.49111 0.51830
H 0.33409 0.52095 -2.35182
H 1.72306 -0.35231 -1.74446
H 0.17118 -1.17144 -1.77443
H -1.40851 0.70591 0.98071
H -1.44478 2.22438 -0.95950
H -1.94542 0.87978 -2.01670
H -3.01716 1.44312 -0.75450
H -1.58272 -1.76610 0.64873
H -1.92462 -1.52084 -1.06341
H -3.08262 -0.99472 0.14551
C 2.99389 0.42477 0.31710
O 3.62703 -0.32125 -0.38252
H 1.92889 1.08395 -0.14862
H 3.21722 0.47643 1.40591

=====

--- x ---
25
Properties=species:S:1:pos:R:3 method="wB97M-V/def2-TZVPD" smiles="CC(=O)C(C)C.NCN" e_homo_ev=-9.078
C 0.65346 1.79064 0.12766
C 0.04682 0.59597 -0.55665
O 0.27634 0.32770 -1.72229
C -1.43299 0.14431 0.09252
C -2.46634 1.05576 -0.56442
C -1.50810 0.22101 1.61120
H 1.48368 2.17686 -0.45987
H -0.08161 2.57727 0.28185
H 1.04823 1.48311 1.09510
H -1.61702 -0.88015 -0.24930
H -3.47620 0.74357 -0.29695
H -2.37012 1.02942 -1.64868
H -2.33438 2.08921 -0.24523
H -0.73413 -0.39008 2.07578
H -2.47483 -0.14665 1.95805
H -1.39361 1.24510 1.96187
N 2.78639 -0.73144 0.03900
C 1.62889 -1.58382 0.09679
N 1.44407 -2.35248 -1.11008
H 3.62170 -1.28293 -0.13163
H 2.68835 -0.10451 -0.75513
H 1.74719 -2.27227 0.93823
H 0.58538 -0.93031 0.29965
H 0.74650 -3.07724 -0.98428
H 1.13234 -1.72806 -1.85318

=====

Stability check: which of them is most stable? x.

=====

--- w ---
25
Properties=species:S:1:pos:R:3 method="wB97M-V/def2-TZVPD" e_homo_ev=-7.591
C 1.78290 1.13727 1.45408
C 1.28018 0.79415 0.07672
N 1.81969 -0.04291 -0.74354
C 2.70532 -1.06163 -0.24543
H 1.15879 0.64756 2.20472
H 2.79767 0.80586 1.67241
H 1.75530 2.21574 1.59220
H 0.86694 1.65859 -0.44339
H 2.38373 -1.52353 0.69902
H 2.79623 -1.84099 -1.00313
H 3.69183 -0.63624 -0.02586
C -2.19201 1.29832 -0.15208
C -2.10958 -0.20337 -0.36983
C -1.54249 -0.62338 -1.71212
N -1.41054 -0.91100 0.83571
O -0.12279 -1.46342 1.01006
H -1.20526 1.75296 -0.16774
H -2.65617 1.53521 0.80730
H -2.77557 1.78626 -0.93307
H -3.12062 -0.61902 -0.27666
H -1.51414 -1.70723 -1.81036
H -2.16956 -0.22024 -2.50932
H -0.55306 -0.20748 -1.88800
H -1.78159 -0.69505 1.76062
H 0.11480 -1.87646 0.16768

=====

--- x ---
25
Properties=species:S:1:pos:R:3 method="wB97M-V/def2-TZVPD" e_homo_ev=-8.679
C 1.11203 -1.11202 -0.37147
C 1.97903 -0.28236 -1.31179
C -0.40603 -0.78635 -0.45073
N -1.12459 -1.81260 0.31094
N 1.59985 -1.03094 1.01002
O -0.87582 -0.45977 -1.58185
H 1.15283 -2.14856 -0.74940
H -2.12179 -1.72421 0.15382
H -0.79152 -2.74681 0.09800
H 2.59583 -1.21816 1.04237
H 1.12942 -1.72083 1.58528
H 1.45491 -0.13848 -2.25482
H 2.22629 0.68656 -0.88514
H 2.91966 -0.80166 -1.50793
C -0.74446 0.78531 0.73278
C 0.24438 1.89595 0.44211
C -2.20636 1.14457 0.08737
H -1.62983 1.29618 1.38145
H -0.57581 0.16081 1.60913
H -0.07378 2.85690 0.85199
H 0.34408 2.01176 -0.63708
H 1.20854 1.64093 0.87425
H -3.05128 0.58679 0.48874
H -1.94990 0.70567 -0.93516
H -2.41570 2.21131 0.01712

=====

Stability check: which of them is most stable? w.

=====

--- w ---
17
Properties=species:S:1:pos:R:3 method="wB97M-V/def2-TZVPD" e_homo_ev=-7.235
C -0.96262 -0.00658 2.04462
C -0.36576 0.15136 0.68758
C 0.32042 -0.69823 -0.13006
N 1.26300 -1.70772 0.15070
N 1.33538 0.10280 -2.21457
C 0.24238 0.00151 -1.40066
O -1.74252 1.86349 -0.03563
N -0.39143 1.30868 -0.06551
H -1.58557 2.79240 -0.24032
H 1.35810 -1.90074 1.13783
H 1.11242 -2.56757 -0.36194
H 1.25597 0.62568 -3.07043
H 2.23892 0.13630 -1.76738
H -0.70599 0.03983 -1.92050
H -2.04652 0.11574 1.99936
H -0.74894 -0.99969 2.44533
H -0.57725 0.74273 2.74160

=====

--- x ---
17
Properties=species:S:1:pos:R:3 method="wB97M-V/def2-TZVPD" smiles="[H]/N=C(/C=O)CN(C)N" e_homo_ev=-8.255
H -1.43922 -2.51744 0.09067
N -2.06859 -1.70631 0.26631
C -1.56414 -0.58406 -0.03642
C -2.09377 0.75688 0.18773
O -2.01221 1.34898 1.26471
C 0.07076 -0.56755 -0.84058
N 1.24166 -0.07926 -0.18657
C 1.30887 1.42264 -0.09593
N 1.83287 -0.70770 0.89488
H -2.66371 1.14007 -0.71513
H 0.12173 -1.57601 -1.20040
H -0.16591 0.26772 -1.61155
H 0.41226 1.78350 0.36578
H 2.30476 1.62590 0.29905
H 1.42576 1.94580 -1.12849
H 1.31850 -0.88147 1.82355
H 1.97038 -1.67168 0.62240

=====

Stability check: which of them is most stable? w.